No. 1
Computed, not measured: a cluster of 11 separate species, C36H57B2Cl3F14N6O7S2 in total, with ωB97M-V/def2-TZVPD.

For the maximum force, the calculation gives 6.19 eV Å⁻¹. The HOMO energy (spin up / spin down) comes out at 0.181 / 0.181 eV. For the total energy, the calculation gives -160170.8372 eV. The expectation value of S² is 0.76.

ORCA input file:
```
! wB97M-V def2-TZVPD RIJCOSX def2/J DEFGRID3
* xyz -3 2
C 2.5969 -1.9831 -2.8653
C 1.1561 -1.2912 -2.5370
C 0.8296 -1.2811 -1.0419
N -0.6025 -0.7914 -0.7274
C -1.5860 -1.8445 -1.3226
C -0.8614 0.6211 -1.2764
C -2.0711 1.1646 -0.5486
C -2.0263 0.4689 0.8327
C -0.8002 -0.4769 0.7359
H 3.3651 -1.3713 -2.3923
H 2.7715 -2.0194 -3.9406
H 2.6504 -3.0216 -2.5386
H 0.4003 -1.9350 -2.9869
H 1.0313 -0.3182 -3.0121
H 1.4667 -0.5720 -0.5134
H 1.0061 -2.1866 -0.4614
H -1.6528 -1.8635 -2.4104
H -2.5430 -1.6298 -0.8470
H -1.1595 -2.7973 -1.0093
H -1.1055 0.6869 -2.3367
H -0.0097 1.2147 -0.9442
H -2.9878 0.9200 -1.0852
H -2.0516 2.2542 -0.5247
H -2.9465 -0.1075 0.9278
H -2.0122 1.1848 1.6545
H -0.7913 -1.3811 1.3445
H 0.0293 0.1695 1.0226
C -1.5763 -4.5502 -4.0490
F -2.5463 -3.6646 -4.3977
F -0.4423 -4.1672 -4.6434
F -1.4380 -4.5699 -2.7320
S -1.7433 -6.3648 -4.7651
O -1.8571 -6.2390 -6.2369
O -0.4889 -7.0674 -4.3224
O -2.9560 -6.9118 -4.1765
C 0.4471 -5.4821 0.4703
F 0.3896 -4.4713 -0.3976
F 1.7481 -5.9042 0.4874
F 0.0688 -5.0664 1.6654
S -0.6602 -6.9671 -0.2333
O -0.2447 -7.1521 -1.6550
O -0.3679 -8.1986 0.5545
O -2.0565 -6.5388 -0.0614
B 2.3980 -6.0212 -3.4883
F 1.3013 -5.2802 -3.1318
F 2.4370 -6.9036 -2.4266
F 2.1009 -6.8347 -4.5489
F 3.5966 -5.3937 -3.7233
B -4.4837 -0.3722 -3.4180
F -3.8271 0.7960 -3.6244
F -3.9449 -1.2426 -4.3626
F -4.4401 -0.8334 -2.0945
F -5.8383 -0.2607 -3.7108
C -0.6378 5.3868 1.8995
Cl -0.6292 4.3152 0.4943
Cl -1.9722 6.5592 1.6780
Cl 0.8663 6.2525 2.0814
H -0.8053 4.7979 2.8013
C 1.6190 1.6945 3.2413
C 2.5671 2.5205 4.1929
C 3.4618 3.3326 3.2175
C 4.4478 4.3525 3.8394
C 3.5527 5.2802 4.6749
C 2.5780 4.6290 5.7127
N 1.8527 3.5546 5.0162
O 0.6320 2.9761 5.6855
C 3.4219 4.3604 6.9972
C 1.5609 5.8291 6.0229
C 3.4273 1.4893 5.0114
H 0.8462 1.2036 3.8328
H 2.1092 0.8876 2.6966
H 1.0295 2.3219 2.5727
H 3.9599 2.6682 2.5115
H 2.7355 3.8285 2.5735
H 4.9635 4.8916 3.0447
H 5.2887 3.9922 4.4319
H 3.1259 6.0174 3.9948
H 4.2621 5.9158 5.2050
H 3.5390 5.2774 7.5748
H 2.9630 3.6130 7.6444
H 4.4535 4.0930 6.7686
H 2.0819 6.6827 6.4564
H 0.9866 5.9822 5.1092
H 0.8756 5.5169 6.8109
H 4.3616 1.9938 5.2577
H 3.7679 0.6493 4.4060
H 2.8916 1.1190 5.8855
N -1.0647 0.2838 -5.1353
C -0.5835 -0.9884 -5.2790
C 0.7120 -0.9444 -5.7703
C 1.0425 0.4660 -5.9226
C -0.1456 1.1581 -5.5416
H -1.9564 0.6237 -4.8044
H -1.1821 -1.8224 -4.9437
H 1.3020 -1.7869 -6.0997
H 1.9642 0.8706 -6.3140
H -0.2610 2.2317 -5.5600
N 5.5133 1.5621 0.2818
C 4.1930 1.5604 -0.0799
C 4.1172 0.9612 -1.3410
C 5.4332 0.7107 -1.8149
C 6.2631 1.1494 -0.7873
H 5.9386 1.8679 1.1453
H 3.4236 1.8513 0.6199
H 3.1841 0.7562 -1.8446
H 5.8069 0.4249 -2.7870
H 7.3425 1.1219 -0.7639
N -4.5929 -2.2842 2.1444
C -4.1259 -2.9098 1.0567
C -2.7982 -3.2976 1.4027
C -2.5714 -3.0526 2.7712
C -3.6566 -2.2760 3.1285
H -5.5607 -2.0005 2.1978
H -4.7093 -2.9528 0.1489
H -2.0984 -3.8226 0.7694
H -1.7246 -3.3272 3.3826
H -3.8287 -1.6896 4.0190
N -5.6995 1.6687 -1.4017
C -5.4072 2.4082 -0.2364
C -6.3970 3.3477 -0.0815
C -7.3622 3.1649 -1.1101
C -6.8428 2.1659 -1.9316
H -5.1772 0.8998 -1.7970
H -4.5686 2.0665 0.3521
H -6.4962 4.0885 0.6981
H -8.2190 3.7757 -1.3535
H -7.0626 1.8331 -2.9353
*
```

No. 2
Computed, not measured: a cluster of 2 separate species, C2H9N3 in total, with ωB97M-V/def2-TZVPD.

The energy relative to the best compared isomer or geometry (same formula, charge and spin) comes out at 3.165 eV. For the maximum force, the calculation gives 5.23 eV Å⁻¹. The HOMO energy comes out at -9.169 eV. For the total energy, the calculation gives -6687.3436 eV. Its structure (SMILES) is C=N.NCN.

ORCA input file:
```
! wB97M-V def2-TZVPD RIJCOSX def2/J DEFGRID3
* xyz 0 1
C 4.1255 2.5672 -1.1756
N 3.2036 3.2221 -1.8891
H 4.9569 2.2063 -1.7123
H 4.3866 2.9799 -0.2242
H 2.5537 3.4772 -1.0934
N -2.2072 -2.7310 1.3902
C -2.0393 -1.7198 0.2781
N -2.0056 -0.4638 0.8744
H -3.0713 -2.4802 1.9552
H -2.5025 -3.6489 0.7873
H -1.0335 -1.6846 -0.1951
H -2.8011 -1.9394 -0.4884
H -2.5310 0.3251 0.4043
H -1.0349 -0.1099 1.0884
*
```

No. 3
Computed, not measured: a cluster of 5 separate species, C32H77BFN7O12S3 in total, with ωB97M-V/def2-TZVPD.

For the maximum force, the calculation gives 5.89 eV Å⁻¹. The HOMO energy comes out at -8.257 eV. For the total energy, the calculation gives -105327.3243 eV. Its structure (SMILES) is NB(O)N(CCCSC(=S)N1CCOCC1)S(=O)(=O)F.COCCNCCOC.COCCNCCOC.COCCNCCOC.COCCNCCOC.

ORCA input file:
```
! wB97M-V def2-TZVPD RIJCOSX def2/J DEFGRID3
* xyz 0 1
N -1.8915 -0.3314 2.2679
B -2.4031 -1.4820 1.4900
O -3.6389 -2.0947 1.8192
N -1.5539 -2.0050 0.3474
C -1.8685 -3.4283 0.0174
C -1.6327 -4.3815 1.2389
C -0.9064 -5.7256 0.8266
S 0.8036 -5.6480 1.5011
C 1.5505 -4.1822 0.6795
S 1.3526 -4.0029 -0.9508
N 2.2158 -3.2934 1.5683
C 2.9935 -2.2604 0.8683
C 2.1289 -0.9778 0.5826
O 1.9122 -0.3009 1.8395
C 1.5072 -1.2130 2.8568
C 1.1273 -2.6299 2.3426
S -1.7947 -1.0328 -1.0318
O -0.6313 -0.1561 -1.2782
O -2.0761 -1.8267 -2.2471
F -3.0696 -0.0220 -0.7872
H -1.7037 -0.7008 3.2035
H -0.9786 -0.1117 1.8648
H -4.3387 -1.4446 1.7186
H -2.8838 -3.5562 -0.4143
H -1.1765 -3.7611 -0.7837
H -1.0324 -3.9249 2.0458
H -2.6388 -4.6014 1.6594
H -1.4437 -6.5527 1.3267
H -0.9269 -5.8636 -0.2735
H 3.5426 -2.6139 -0.0189
H 3.7697 -1.9166 1.5913
H 1.1710 -1.2084 0.0767
H 2.6984 -0.2419 -0.0418
H 0.6167 -0.7919 3.3809
H 2.2872 -1.3506 3.6460
H 0.8288 -3.3275 3.1504
H 0.2211 -2.5034 1.7001
C 5.5113 4.3392 -4.2486
O 4.9630 5.1651 -3.2356
C 3.7095 5.7396 -3.5962
C 2.6015 5.1880 -2.7116
N 2.3312 3.7875 -3.0253
C 1.4407 3.1308 -2.0701
C 1.9558 2.9475 -0.6390
O 3.0473 2.0461 -0.5321
C 4.3247 2.6337 -0.7185
H 6.5062 4.0317 -3.9271
H 4.9030 3.4417 -4.3970
H 5.6033 4.8850 -5.1919
H 3.4813 5.5946 -4.6557
H 3.7916 6.8164 -3.4196
H 1.6907 5.7732 -2.8681
H 2.9160 5.3101 -1.6680
H 3.2075 3.2823 -3.0472
H 1.2230 2.1386 -2.4735
H 0.4903 3.6727 -2.0396
H 1.1439 2.4963 -0.0609
H 2.1854 3.8991 -0.1470
H 4.3571 3.6734 -0.3848
H 4.6328 2.5644 -1.7646
H 5.0441 2.0601 -0.1311
C -3.3569 2.7601 -0.7183
O -3.4754 4.0716 -1.2479
C -4.4100 4.1608 -2.3184
C -5.5989 5.0173 -1.9092
N -6.4211 4.3284 -0.9175
C -7.4482 5.1739 -0.3135
C -6.9757 6.3430 0.5567
O -6.3296 5.9415 1.7544
C -4.9355 5.7104 1.6316
H -2.5534 2.7671 0.0185
H -4.2825 2.4556 -0.2182
H -3.1047 2.0469 -1.5005
H -4.7309 3.1752 -2.6666
H -3.8955 4.6539 -3.1489
H -6.2075 5.2349 -2.7919
H -5.2085 5.9638 -1.5164
H -5.8209 3.9776 -0.1824
H -8.0635 4.5224 0.3126
H -8.1011 5.5590 -1.1033
H -7.8682 6.8904 0.8723
H -6.3610 7.0599 0.0017
H -4.4735 6.3485 0.8747
H -4.7360 4.6593 1.4091
H -4.4749 5.9309 2.5962
C 4.6810 -9.7388 -4.6966
O 4.4523 -8.4932 -5.3327
C 3.4957 -8.5675 -6.3864
C 2.2504 -7.7710 -6.0265
N 1.4981 -8.4308 -4.9624
C 0.4173 -7.6155 -4.4127
C 0.8100 -6.3422 -3.6565
O 1.5003 -6.5856 -2.4429
C 2.9051 -6.7197 -2.5721
H 5.4931 -9.6052 -3.9823
H 3.7923 -10.0715 -4.1513
H 4.9775 -10.5009 -5.4228
H 3.2463 -9.6010 -6.6422
H 3.9578 -8.1107 -7.2669
H 1.6143 -7.6779 -6.9116
H 2.5721 -6.7671 -5.7248
H 2.1336 -8.6693 -4.2122
H -0.1371 -8.2545 -3.7202
H -0.2742 -7.3518 -5.2192
H -0.1188 -5.8380 -3.3710
H 1.3594 -5.6314 -4.2835
H 3.3070 -6.1183 -3.3912
H 3.1831 -7.7685 -2.7036
H 3.3584 -6.3790 -1.6388
C -0.5682 3.6277 8.5450
O -1.1976 4.0766 7.3569
C -0.3926 4.9776 6.6005
C -0.0007 4.3474 5.2726
N 0.9590 3.2646 5.4717
C 1.2079 2.4700 4.2700
C 0.0430 1.6435 3.7187
O -0.3630 0.5762 4.5760
C -1.3254 0.9399 5.5559
H -1.2912 3.0321 9.1019
H 0.2975 2.9976 8.3181
H -0.2591 4.4720 9.1676
H 0.4875 5.3089 7.1584
H -1.0079 5.8596 6.3985
H 0.4473 5.1108 4.6298
H -0.9175 3.9851 4.7918
H 0.6128 2.6505 6.1973
H 2.0195 1.7788 4.5122
H 1.5815 3.1277 3.4794
H 0.3962 1.1705 2.7996
H -0.8153 2.2603 3.4314
H -1.9892 1.7354 5.2108
H -0.8354 1.2355 6.4861
H -1.9296 0.0573 5.7753
*
```

maximum force of number 1 (C36H57B2Cl3F14N6O7S2)? 6.19 eV Å⁻¹